Below is a molecular structure, C28H26MnN4O6S2Se2 at a distorted geometry, with properties calculated with ωB97M-V/def2-TZVPD.

spin multiplicity	6
LUMO level (alpha / beta)	3.71 / 3.70	eV
total charge	-2
F_max	3.42	eV/A
HOMO (alpha / beta)	-0.231 / -2.081	eV
expectation value of S²	8.762
ΔE to the lowest compared entry with this formula, charge and spin	1.404	eV

XYZ file:
```
69
Properties=species:S:1:pos:R:3:nbo_charge:R:1
Mn -1.043 -0.381 -0.718 1.2929
O -4.704 -1.804 0.030 -0.6678
C -3.769 -1.070 -0.195 0.6810
O -2.565 -1.443 -0.520 -0.8743
C -3.868 0.493 -0.114 0.6829
O -4.930 1.042 0.137 -0.6961
O -2.733 1.053 -0.341 -0.8361
Se 0.723 -1.256 -4.166 0.2080
Se -1.753 -1.395 -4.489 0.2025
C -2.230 0.290 -3.789 0.0314
C -3.209 1.053 -4.446 -0.2847
C -3.401 2.367 -4.083 -0.1688
C -2.588 2.922 -3.102 -0.2496
C -1.682 2.099 -2.471 0.1120
N -1.528 0.802 -2.766 -0.4625
C 0.716 -2.521 -2.765 0.0471
C 1.550 -3.647 -2.829 -0.2877
C 1.368 -4.681 -1.935 -0.1784
C 0.331 -4.597 -1.012 -0.2630
C -0.422 -3.439 -0.985 0.1010
N -0.210 -2.403 -1.802 -0.4718
H -3.774 0.594 -5.245 0.2055
H -4.158 2.966 -4.578 0.1996
H -2.685 3.959 -2.808 0.2087
H -1.054 2.467 -1.670 0.2368
H 2.294 -3.698 -3.612 0.2082
H 1.999 -5.562 -1.980 0.1999
H 0.120 -5.402 -0.322 0.2142
H -1.228 -3.320 -0.274 0.2487
O 0.528 -1.152 4.873 -0.7071
C 1.124 -2.109 4.154 0.3358
C 1.862 -3.080 4.835 -0.2870
C 2.527 -4.074 4.142 -0.2116
C 2.473 -4.120 2.752 -0.2885
C 1.726 -3.172 2.072 -0.1619
C 1.039 -2.168 2.749 -0.1301
C 0.203 -1.224 1.944 0.6012
O 0.045 -1.505 0.722 -0.7656
N -0.282 -0.180 2.586 -0.5232
N -0.946 0.691 1.750 -0.2892
C -1.537 1.638 2.355 -0.0670
S -2.392 2.962 1.576 0.3516
C -2.204 4.047 3.032 -0.5565
C -2.532 3.206 4.245 -0.5433
S -1.487 1.727 4.144 0.2015
H 0.094 -0.540 4.206 0.5144
H 1.899 -3.027 5.917 0.2007
H 3.091 -4.822 4.689 0.1876
H 2.999 -4.896 2.209 0.1918
H 1.649 -3.189 0.993 0.2356
H -2.899 4.877 2.892 0.2092
H -1.182 4.425 3.086 0.2018
H -3.580 2.904 4.235 0.2142
H -2.300 3.706 5.187 0.2039
C 2.970 3.105 -0.022 -0.5862
C 2.805 2.135 -1.201 -0.1452
C 2.680 2.918 -2.514 -0.5846
C 4.014 1.193 -1.277 -0.5842
C 1.589 1.334 -1.003 -0.1628
C 0.583 0.671 -0.893 -0.4900
H 3.881 3.703 -0.135 0.1731
H 3.025 2.549 0.915 0.2185
H 2.111 3.776 0.035 0.2112
H 3.597 3.483 -2.715 0.1744
H 1.841 3.615 -2.461 0.2077
H 2.494 2.230 -3.341 0.2127
H 4.937 1.763 -1.430 0.1740
H 3.887 0.490 -2.102 0.2071
H 4.102 0.619 -0.352 0.2161
```



Below is 2 unconnected molecules or ions with the total composition C28H26N2O2 at a distorted geometry, with properties calculated with ωB97M-V/def2-TZVPD.

LUMO level	-1.51	eV
F_max	2.42	eV/A
HOMO	-6.787	eV
ΔE to the lowest compared entry with this formula, charge and spin	0.000	eV

XYZ file:
```
58
Properties=species:S:1:pos:R:3:nbo_charge:R:1
C 1.605 -4.478 -1.460 -0.6297
C 0.615 -3.479 -1.983 -0.0679
O 1.027 -2.193 -1.475 -0.5234
C 0.233 -1.179 -1.925 0.7504
C 0.700 0.108 -1.461 -0.4182
C 0.482 1.280 -2.207 0.0665
C -0.643 1.399 -3.082 -0.2671
C -0.980 2.614 -3.644 -0.1475
C -0.198 3.752 -3.405 -0.2304
C -0.594 5.011 -3.961 0.2862
N -0.935 6.035 -4.417 -0.3363
C 0.967 3.644 -2.624 -0.1626
C 1.305 2.443 -2.026 -0.2359
O -0.791 -1.427 -2.574 -0.6831
H 1.219 -5.491 -1.597 0.2075
H 2.542 -4.398 -2.023 0.2121
H 1.825 -4.323 -0.399 0.2207
H 0.622 -3.450 -3.080 0.1932
H -0.405 -3.701 -1.642 0.1748
H 1.522 0.094 -0.753 0.2243
H -1.233 0.505 -3.269 0.2585
H -1.865 2.688 -4.279 0.2243
H 1.598 4.527 -2.491 0.2247
H 2.205 2.356 -1.407 0.2150
C -3.046 -2.717 0.115 -0.6685
C -1.750 -2.501 0.773 0.2729
N -1.061 -3.506 1.367 -0.5300
C 0.174 -3.054 1.836 0.1915
C 0.249 -1.674 1.550 -0.0884
C 1.420 -0.974 1.813 -0.1932
C 2.504 -1.674 2.357 -0.2200
C 2.431 -3.057 2.602 -0.2152
C 1.253 -3.772 2.336 -0.2591
C -0.988 -1.306 0.866 -0.1674
C -1.246 -0.031 0.331 -0.0321
C -1.085 1.178 1.087 -0.0702
C -0.795 1.185 2.481 -0.1846
C -0.409 2.352 3.125 -0.2239
C -0.325 3.560 2.421 0.0187
C 0.158 4.796 3.113 -0.6358
C -0.717 3.593 1.075 -0.2244
C -1.175 2.447 0.452 -0.1451
H -3.658 -1.820 0.240 0.2417
H -2.912 -2.893 -0.962 0.2581
H -3.567 -3.577 0.554 0.2215
H -1.413 -4.453 1.471 0.4173
H 1.458 0.092 1.593 0.2266
H 3.423 -1.133 2.589 0.2174
H 3.306 -3.577 3.000 0.2193
H 1.152 -4.843 2.510 0.2174
H -1.798 0.028 -0.610 0.2396
H -0.877 0.257 3.047 0.2261
H -0.153 2.331 4.188 0.2156
H 0.082 5.663 2.451 0.2195
H -0.429 5.006 4.016 0.2248
H 1.205 4.704 3.430 0.2254
H -0.663 4.537 0.528 0.2220
H -1.571 2.495 -0.563 0.2262
```



Below is a single C28H26N4O4 molecule at a distorted geometry, with properties calculated with ωB97M-V/def2-TZVPD.

LUMO level	-1.03	eV
SMILES	Cc1c(C(c2c(C)n(C)c3ccccc23)[C@H](c2cccc([N+](=O)[O-])c2)[N+](=O)[O-])c2ccccc2n1C
F_max	4.02	eV/A
HOMO	-7.580	eV
ΔE to the lowest compared entry with this formula, charge and spin	9.298	eV

XYZ file:
```
62
Properties=species:S:1:pos:R:3:nbo_charge:R:1
O -3.677 0.923 3.512 -0.3775
N -4.001 -0.259 3.837 0.4839
O -5.030 -0.554 4.488 -0.3595
C -3.065 -1.278 3.439 0.0832
C -3.177 -2.657 3.666 -0.1979
C -2.127 -3.540 3.343 -0.2208
C -0.940 -3.022 2.805 -0.1575
C -0.897 -1.682 2.386 -0.0478
C 0.341 -1.148 1.627 -0.0876
N 1.318 -0.895 2.876 0.5208
O 2.325 -1.541 3.082 -0.3261
O 0.898 0.027 3.673 -0.4286
C -1.856 -0.784 2.850 -0.1581
H -4.060 -3.031 4.216 0.2477
H -2.257 -4.612 3.436 0.2311
H -0.059 -3.654 2.615 0.2274
H 0.676 -1.935 0.979 0.2306
H -1.683 0.278 2.775 0.2616
C -1.428 -2.735 -0.548 -0.6571
C -1.450 -1.286 -0.886 0.1966
N -2.272 -0.876 -1.883 -0.3462
C -3.242 -1.696 -2.613 -0.3996
C -1.991 0.424 -2.248 0.1308
C -0.985 0.916 -1.356 -0.0128
C -0.406 2.165 -1.607 -0.2040
C -0.781 2.842 -2.777 -0.2336
C -1.752 2.298 -3.660 -0.2150
C -2.361 1.058 -3.420 -0.2532
C -0.666 -0.166 -0.464 -0.1337
C 0.226 0.054 0.758 -0.2237
C 1.623 0.571 0.191 -0.1519
C 2.433 1.475 0.884 0.2123
C 2.250 2.012 2.240 -0.6636
N 3.476 1.870 0.088 -0.3526
C 4.469 2.837 0.542 -0.4021
C 3.401 1.246 -1.155 0.1230
C 2.260 0.363 -1.115 -0.0027
C 1.902 -0.301 -2.298 -0.2172
C 2.474 0.127 -3.500 -0.2347
C 3.501 1.090 -3.539 -0.2229
C 4.035 1.608 -2.345 -0.2404
H -0.515 -3.133 -0.107 0.2255
H -2.257 -2.971 0.130 0.2305
H -1.592 -3.353 -1.440 0.2249
H -3.500 -1.101 -3.484 0.2162
H -2.778 -2.628 -2.941 0.2038
H -4.142 -1.878 -2.021 0.2080
H 0.328 2.599 -0.929 0.2216
H -0.337 3.809 -3.039 0.2151
H -2.049 2.831 -4.566 0.2117
H -3.095 0.598 -4.099 0.2094
H -0.284 0.739 1.415 0.2243
H 1.186 2.085 2.465 0.2423
H 2.678 1.338 2.992 0.2442
H 2.691 3.006 2.349 0.2172
H 5.092 3.149 -0.303 0.2179
H 3.972 3.722 0.966 0.2056
H 5.110 2.392 1.319 0.2065
H 1.178 -1.120 -2.281 0.2160
H 2.099 -0.291 -4.440 0.2125
H 3.862 1.422 -4.511 0.2140
H 4.905 2.253 -2.368 0.2123
```



| no. | E_tot (eV) |
| --- | --- |
| 1 | -231387.9915 |
| 2 | -36532.0638 |
| 3 | -43601.9891 |